{
  "formula": "C5H13NO2",
  "method": "the ωB97M-V functional and the def2-TZVPD basis",
  "symbols": ["C", "C", "C", "O", "N", "C", "C", "H", "H", "H", "H", "H", "H", "H", "H", "H", "H", "H", "O", "H", "H"],
  "coordinates": [[1.35233, 0.68237, 1.87677], [1.04160, 0.73722, 0.30257], [1.80960, -0.42765, -0.45716], [2.36495, -1.39941, 0.03181], [-0.30639, 0.34062, 0.12252], [-0.80265, -0.72690, 1.02306], [-1.19245, 1.60797, 0.22411], [2.43740, 0.59255, 2.01877], [1.05303, -0.31829, 2.25018], [0.84831, 1.40756, 2.42087], [1.24244, 1.78542, -0.07077], [1.66534, -0.55157, -1.48508], [-1.78444, -1.28086, 0.72815], [-0.02263, -1.49429, 1.25646], [-0.99187, -0.32188, 1.99476], [-1.09992, 2.17526, 1.24652], [-2.26541, 1.32221, 0.11921], [-0.91343, 2.30420, -0.55711], [-1.52274, -2.41016, -4.55914], [-2.19400, -2.05241, -3.96693], [-0.71905, -1.97196, -4.51959]],
  "atomic_forces_ev_per_a": [[1.9, -2.7, -2.3], [2.0, -1.0, 2.4], [0.4, -0.8, 2.1], [-0.4, 1.5, 0.6], [-3.6, 1.7, -0.7], [-0.5, -1.2, -0.3], [0.0, -1.2, 1.5], [-0.2, 0.9, 0.2], [0.1, 0.8, -0.2], [-0.6, 1.6, 0.9], [-0.2, -1.4, 0.0], [-0.6, 0.8, -2.2], [1.8, 1.2, -0.2], [-0.7, 0.4, -0.9], [-0.5, 0.4, 0.8], [0.0, -1.2, -1.6], [0.9, 0.2, 0.0], [0.0, 0.0, -0.2], [-2.7, -1.8, -0.5], [0.7, 0.3, 0.0], [2.0, 1.6, 0.5]],
  "e_tot_ha": -403.4555,
  "lumo_ev": 0.632,
  "total_charge": 0,
  "homo_ev": -8.839,
  "de_lowest_kcal_mol": 76.0,
  "smiles": "C[C@@H](C=O)N(C)C.O"
}